Record 1
{"formula": "C22H27NO2P2Ti", "method": "wB97M-V/def2-TZVPD", "gap_ev": [7.1, 7.1], "s2": 0.76, "homo_energy_ev": [-10.492, -10.492], "multiplicity": 2, "total_charge": 1, "elements": ["C", "C", "C", "C", "C", "C", "C", "C", "C", "C", "C", "C", "C", "H", "H", "H", "H", "H", "H", "H", "N", "Ti", "C", "H", "H", "C", "H", "H", "P", "P", "C", "H", "H", "H", "C", "H", "H", "H", "C", "H", "H", "H", "C", "H", "H", "H", "C", "O", "H", "C", "C", "O", "H", "H", "H"], "coordinates": [[-0.9118, -0.5023, -4.2706], [-0.1711, -0.5530, -3.0968], [0.3094, 0.6678, -2.5236], [0.0136, 1.9255, -3.1671], [-0.7428, 1.9159, -4.3672], [-1.2023, 0.7256, -4.8947], [0.4754, 3.0876, -2.5433], [1.1962, 3.0409, -1.3452], [1.4247, 1.7451, -0.7530], [2.1205, 1.6358, 0.4955], [2.5827, 2.7900, 1.1161], [2.3813, 4.0578, 0.5337], [1.6981, 4.1857, -0.6655], [-1.2865, -1.4305, -4.7026], [-0.9499, 2.8732, -4.8495], [-1.7921, 0.7330, -5.8098], [0.2843, 4.0546, -3.0048], [3.1126, 2.7000, 2.0653], [2.7690, 4.9405, 1.0464], [1.5425, 5.1673, -1.1167], [0.9657, 0.6291, -1.3482], [-1.3579, -0.5151, 1.1324], [0.1022, -1.8423, -2.3489], [1.1277, -1.8143, -1.9517], [-0.0032, -2.7168, -3.0063], [2.2933, 0.2516, 1.0882], [2.4016, -0.4760, 0.2705], [3.1717, 0.2200, 1.7491], [-1.0272, -2.0784, -0.8788], [0.8372, -0.3257, 2.0865], [0.9771, 0.7119, 3.5732], [0.2211, 0.4129, 4.3094], [1.9788, 0.5966, 4.0113], [0.8023, 1.7621, 3.3109], [1.4611, -1.9561, 2.6209], [2.3774, -1.8274, 3.2162], [0.7073, -2.4739, 3.2263], [1.6801, -2.5653, 1.7329], [-2.6496, -2.2144, -1.7125], [-2.6421, -3.0203, -2.4581], [-3.4228, -2.4256, -0.9627], [-2.8979, -1.2683, -2.2058], [-0.6881, -3.8154, -0.4250], [-1.4184, -4.1687, 0.3150], [-0.7318, -4.4602, -1.3126], [0.3152, -3.8945, 0.0109], [-1.6100, 1.4493, 1.5891], [-1.7568, 2.5142, 2.0677], [-1.5348, 0.7421, 0.0126], [-2.0234, -1.4904, 4.4661], [-1.8871, -1.2866, 3.0190], [-2.5159, -1.8656, 2.0647], [-1.0231, -1.6657, 4.8878], [-2.6834, -2.3169, 4.7736], [-2.3998, -0.5662, 4.9297]], "atomic_forces_ev_per_a": [[0.616, -0.438, 1.184], [-0.448, -0.280, -0.397], [0.048, 0.974, 0.607], [0.291, -0.506, 0.476], [-0.358, -0.398, -0.498], [0.159, 1.184, -0.119], [0.159, 0.067, 0.007], [0.075, -0.581, 0.287], [-0.665, 0.076, -0.913], [0.169, 0.356, 0.533], [-0.342, -1.347, -0.374], [-0.512, 0.608, -0.924], [0.494, 0.283, 0.709], [0.092, 0.205, 0.066], [-0.032, -0.333, 0.054], [0.154, 0.006, 0.203], [-0.017, -0.113, 0.049], [-0.082, 0.082, -0.230], [-0.164, -0.249, -0.242], [0.058, -0.230, 0.189], [0.146, -0.312, 0.035], [-0.488, -0.194, 0.041], [0.154, 0.334, 0.189], [-0.256, -0.091, -0.135], [-0.080, 0.201, 0.194], [-0.084, 0.231, -0.128], [0.106, 0.181, 0.277], [-0.185, -0.048, -0.188], [-0.034, -0.300, -1.143], [1.510, 0.345, 0.156], [-0.028, -0.039, 0.255], [0.192, 0.101, -0.147], [-0.260, 0.097, -0.076], [0.065, -0.220, 0.040], [0.069, -0.088, 0.173], [-0.233, -0.139, -0.199], [0.216, 0.045, -0.109], [-0.030, 0.134, 0.264], [-0.213, -0.002, 0.109], [0.008, 0.158, 0.171], [0.104, -0.002, -0.191], [0.080, -0.162, 0.102], [0.126, -0.139, 0.105], [0.168, 0.117, -0.178], [-0.028, 0.147, 0.203], [-0.189, -0.023, -0.063], [-0.479, 2.679, 3.088], [0.477, -3.109, -2.358], [-0.250, 0.540, -0.933], [-0.445, -0.792, 0.484], [-0.500, 0.293, -2.104], [0.518, 0.443, 2.036], [-0.190, 0.141, -0.097], [0.155, 0.194, -0.266], [0.186, -0.086, -0.277]]}



Record 2
{"formula": "C22H27NO5", "method": "wB97M-V/def2-TZVPD", "gap_ev": 9.2, "smiles": "CCOC(=O)C1(Cc2ccc(OC)cc2)CCN(C(=O)c2ccoc2C)CC1", "homo_energy_ev": -8.521, "elements": ["C", "C", "H", "H", "O", "C", "O", "C", "C", "H", "C", "N", "C", "O", "C", "C", "O", "C", "C", "H", "H", "C", "H", "H", "H", "C", "H", "C", "H", "H", "H", "H", "H", "H", "C", "C", "C", "C", "C", "C", "C", "H", "H", "O", "C", "H", "H", "H", "H", "H", "H", "H", "H", "H", "H"], "coordinates": [[1.2939, 4.1924, -1.8837], [1.0285, 2.8292, -2.4931], [1.8878, 2.4740, -3.0716], [0.1548, 2.8499, -3.1543], [0.7763, 1.9062, -1.4317], [0.8312, 0.6120, -1.7298], [1.0307, 0.1917, -2.8414], [0.6620, -0.2861, -0.5043], [-0.2395, 0.3636, 0.5541], [-0.0425, 1.4326, 0.6068], [-1.7026, 0.1216, 0.2187], [-2.0053, -1.2957, 0.3275], [-3.3005, -1.6495, 0.4967], [-4.1873, -0.8079, 0.5170], [-3.6007, -3.0855, 0.6814], [-4.7069, -3.7234, 0.1753], [-4.7299, -5.0049, 0.5860], [-3.6603, -5.1955, 1.3814], [-2.9270, -4.0587, 1.4790], [-2.0434, -3.9165, 2.0657], [-3.5365, -6.1691, 1.8119], [-5.7813, -3.2312, -0.7217], [-5.6235, -3.5803, -1.7426], [-5.7789, -2.1454, -0.7077], [-6.7466, -3.6004, -0.3822], [-0.9040, -2.2013, 0.0884], [-0.3496, -2.3853, 1.0184], [0.0365, -1.6201, -0.9627], [-0.5225, -1.4565, -1.8856], [0.8172, -2.3472, -1.1865], [-1.2969, -3.1566, -0.2652], [-2.3641, 0.6526, 0.9085], [-1.9260, 0.4817, -0.7938], [-0.0276, -0.0676, 1.5336], [2.0916, -0.5235, 0.0493], [2.8194, 0.7566, 0.3471], [3.6231, 1.3455, -0.6251], [4.2625, 2.5424, -0.3894], [4.1187, 3.1903, 0.8388], [3.3349, 2.6010, 1.8226], [2.6981, 1.3971, 1.5698], [2.0996, 0.9540, 2.3520], [3.2106, 3.0654, 2.7882], [4.7794, 4.3758, 0.9661], [4.6846, 5.0700, 2.1856], [3.6506, 5.3530, 2.4084], [5.2840, 5.9702, 2.0596], [5.0877, 4.4813, 3.0161], [4.8845, 3.0018, -1.1417], [3.7458, 0.8571, -1.5815], [2.0110, -1.1323, 0.9526], [2.6548, -1.0878, -0.6972], [1.4844, 4.9141, -2.6725], [0.4335, 4.5167, -1.3047], [2.1589, 4.1426, -1.2272]], "atomic_forces_ev_per_a": [[-0.120, -0.438, 0.028], [0.177, 0.293, -0.426], [-0.150, 0.041, 0.051], [0.147, -0.066, 0.053], [-0.172, 0.232, 0.229], [-0.198, -0.281, 0.031], [0.098, -0.018, -0.116], [0.097, -0.025, -0.027], [-0.122, 0.053, -0.189], [-0.024, -0.072, 0.114], [-0.114, 0.365, 0.241], [0.090, 0.166, -0.014], [-0.081, -0.049, 0.017], [-0.205, 0.146, -0.068], [-0.703, -0.451, -0.161], [0.471, 0.938, -0.073], [-0.399, -0.070, -0.243], [0.794, 0.267, 0.418], [-0.266, -0.499, -0.021], [0.212, -0.041, 0.134], [-0.076, -0.149, 0.025], [0.043, -0.235, 0.063], [-0.034, -0.026, -0.058], [-0.017, 0.004, 0.005], [-0.101, 0.019, -0.005], [0.301, -0.338, -0.134], [-0.011, -0.097, -0.041], [-0.117, -0.005, 0.041], [0.020, -0.086, 0.010], [0.001, -0.003, -0.053], [0.108, 0.104, 0.087], [0.102, -0.008, -0.175], [-0.050, 0.058, 0.056], [0.045, -0.010, 0.070], [-0.092, 0.159, -0.118], [0.143, -0.166, 0.242], [0.067, 0.056, 0.147], [0.068, 0.164, 0.115], [-0.026, -0.088, -0.114], [0.135, 0.369, 0.111], [0.038, -0.134, -0.204], [-0.075, -0.066, 0.082], [0.019, 0.072, 0.078], [-0.010, -0.233, -0.272], [-0.023, 0.109, 0.199], [0.038, -0.024, 0.002], [-0.056, -0.049, 0.061], [-0.031, 0.018, -0.027], [0.084, 0.053, -0.095], [0.013, -0.062, -0.130], [-0.023, -0.081, -0.016], [-0.026, -0.067, 0.037], [0.014, 0.096, -0.079], [-0.078, 0.107, 0.057], [0.074, 0.051, 0.054]]}



Record 3
{"formula": "C22H28AgF6N3OPS", "method": "wB97M-V/def2-TZVPD", "gap_ev": [5.1, 5.1], "s2": 0.76, "homo_energy_ev": [-0.623, -0.542], "multiplicity": 2, "total_charge": -2, "elements": ["Ag", "O", "S", "C", "N", "C", "C", "C", "N", "H", "H", "H", "H", "F", "P", "F", "F", "F", "F", "F", "C", "C", "C", "C", "C", "C", "C", "C", "N", "C", "C", "C", "C", "C", "C", "C", "C", "C", "C", "H", "H", "H", "H", "H", "H", "H", "H", "H", "H", "H", "H", "H", "H", "H", "H", "H", "H", "H", "H", "H", "H", "H", "H"], "coordinates": [[-0.2066, -0.0384, 0.0420], [-0.2647, -0.0615, 2.0120], [-1.5543, -2.0124, -0.8521], [-2.9605, -1.1505, -0.8842], [-3.7089, -1.0806, 0.2822], [-4.8694, -0.4090, 0.3796], [-5.3573, 0.2436, -0.7026], [-4.5663, 0.1627, -1.8759], [-3.4451, -0.4841, -1.9804], [-3.3178, -1.5653, 1.0767], [-5.3589, -0.4232, 1.3438], [-6.2760, 0.8061, -0.6920], [-4.9249, 0.6860, -2.7587], [-1.4345, 1.8060, -0.7074], [-2.2405, 3.2204, -1.2168], [-3.5107, 3.8468, -2.1167], [-1.4613, 4.6339, -1.6637], [-1.8050, 3.7919, 0.2714], [-1.6928, 2.6536, -2.6660], [-3.5311, 2.5532, -0.3997], [1.7059, -4.9148, -0.4015], [2.5125, -3.6833, -0.7470], [3.8257, -3.8028, -1.2227], [4.5367, -2.6481, -1.5212], [5.9580, -2.7355, -2.0315], [3.9592, -1.3990, -1.3573], [2.6127, -1.2133, -0.8821], [1.9438, -2.4450, -0.5872], [1.9602, -0.0549, -0.6841], [2.6559, 1.2117, -0.9251], [3.0641, 1.4303, -2.3979], [3.6993, 2.8152, -2.5947], [2.6727, 3.8927, -2.2479], [2.2423, 3.7292, -0.7923], [3.4557, 3.8952, 0.1215], [4.4874, 2.8164, -0.2088], [4.9177, 2.9512, -1.6741], [3.8596, 1.4314, 0.0141], [1.6546, 2.3286, -0.5959], [2.2835, -5.8261, -0.5767], [0.8008, -4.9678, -1.0102], [1.4098, -4.9012, 0.6494], [4.2807, -4.7817, -1.3511], [6.2844, -3.7748, -2.1121], [6.6463, -2.2201, -1.3564], [6.0449, -2.2800, -3.0214], [4.5712, -0.5486, -1.6081], [0.9357, -2.3858, -0.2055], [2.1814, 1.3260, -3.0355], [3.7740, 0.6786, -2.7402], [4.0123, 2.9296, -3.6398], [1.8030, 3.8052, -2.9055], [3.0973, 4.8941, -2.4091], [1.4897, 4.4832, -0.5473], [3.1506, 3.8089, 1.1692], [3.8931, 4.8962, -0.0039], [5.3615, 2.9322, 0.4442], [5.6601, 2.1818, -1.9186], [5.4006, 3.9248, -1.8344], [3.5294, 1.3287, 1.0519], [4.6334, 0.6779, -0.1323], [0.7758, 2.2161, -1.2283], [1.3148, 2.2182, 0.4384]], "atomic_forces_ev_per_a": [[0.991, -0.311, -1.286], [-0.404, -0.042, 2.286], [-0.196, -0.505, -0.511], [-0.024, 0.036, 0.088], [-0.177, 0.042, -0.088], [-0.176, 0.153, 0.006], [0.008, -0.226, 0.001], [-0.057, 0.117, 0.054], [-0.090, -0.061, -0.036], [0.190, 0.140, 0.034], [0.051, 0.006, 0.024], [0.018, 0.038, 0.137], [0.175, -0.020, -0.084], [-0.523, 1.531, -0.454], [0.451, 0.052, 0.088], [0.301, 0.258, 0.680], [0.262, -0.693, 0.044], [-0.687, 0.135, -0.373], [-0.742, -0.223, 0.338], [0.279, -0.362, -0.673], [0.138, 0.010, -0.054], [0.035, -0.005, -0.025], [0.086, -0.215, -0.024], [-0.072, 0.000, 0.034], [-0.104, -0.062, 0.039], [-0.161, -0.003, 0.057], [0.160, 0.069, -0.002], [0.030, 0.064, -0.031], [0.658, -0.183, -0.479], [-0.419, -0.121, 0.140], [0.288, 0.085, -0.180], [-0.114, -0.048, 0.074], [0.061, 0.189, -0.092], [0.015, -0.075, 0.019], [0.098, 0.183, 0.002], [-0.136, -0.057, 0.015], [0.060, 0.073, -0.022], [0.378, 0.085, -0.034], [-0.081, 0.267, 0.131], [0.017, 0.013, -0.007], [-0.051, 0.001, 0.061], [-0.076, -0.001, -0.013], [-0.010, 0.011, 0.002], [-0.017, -0.011, 0.006], [0.029, 0.040, -0.053], [0.056, 0.042, 0.019], [0.039, -0.035, 0.006], [-0.064, 0.072, 0.115], [-0.108, 0.023, 0.124], [-0.051, -0.035, 0.009], [0.023, -0.020, 0.007], [-0.028, -0.026, 0.031], [0.027, -0.021, 0.016], [-0.072, -0.060, 0.005], [-0.025, -0.039, -0.006], [0.012, -0.020, -0.030], [0.014, -0.021, -0.020], [-0.023, -0.025, 0.011], [-0.020, 0.005, 0.006], [-0.166, 0.013, -0.042], [-0.045, -0.051, 0.002], [-0.040, -0.075, -0.100], [0.007, -0.102, 0.005]]}



Record 4
{"formula": "C22H28AsNOPdS2", "method": "wB97M-V/def2-TZVPD", "gap_ev": 3.9, "homo_energy_ev": 0.681, "total_charge": -2, "elements": ["Pd", "C", "C", "C", "C", "C", "C", "C", "C", "C", "C", "C", "C", "C", "C", "H", "H", "H", "H", "H", "H", "H", "H", "H", "H", "H", "C", "As", "C", "C", "S", "H", "H", "H", "H", "H", "H", "H", "H", "H", "N", "C", "O", "S", "C", "C", "C", "C", "H", "H", "H", "H", "H", "H", "H", "H"], "coordinates": [[-0.6212, 0.2615, -1.2847], [-1.4548, -1.8681, 5.4433], [-1.8179, -0.6047, 4.9945], [-1.7652, -0.3151, 3.6504], [-1.1879, -1.2220, 2.7203], [-0.8174, -2.4939, 3.2280], [-0.9702, -2.8154, 4.5450], [-0.8619, -0.8996, 1.3161], [-0.8319, 0.3333, 0.7594], [-0.9324, 1.6741, 1.3735], [-2.0400, 2.5358, 1.1456], [-2.1811, 3.6898, 1.8962], [-1.1820, 4.0641, 2.7720], [-0.0235, 3.3210, 2.8949], [0.0854, 2.1220, 2.2337], [-1.5139, -2.1103, 6.4920], [-2.1448, 0.1612, 5.6877], [-2.2198, 0.6067, 3.3059], [-0.3979, -3.2395, 2.5724], [-0.6853, -3.8123, 4.9081], [-0.6653, -1.7586, 0.6410], [-2.7528, 2.2844, 0.3580], [-3.0254, 4.3868, 1.7939], [-1.2769, 5.0095, 3.3183], [0.7777, 3.7073, 3.5130], [0.9721, 1.4878, 2.3950], [0.6749, -0.5215, -4.9129], [-0.8480, -0.5954, -3.6829], [-2.0522, -2.1251, -3.9811], [-2.1078, 0.8959, -4.5011], [0.2004, -1.7245, -1.9205], [0.3569, -0.7856, -5.9153], [1.4322, -1.2161, -4.5180], [1.0568, 0.5157, -4.8921], [-2.3790, -2.0886, -5.0239], [-2.9096, -2.0465, -3.3242], [-1.4624, -3.0438, -3.7524], [-2.2710, 0.4810, -5.5053], [-1.4311, 1.7419, -4.4712], [-2.9897, 1.0084, -3.8710], [-2.0181, 2.9679, -1.9891], [-1.4541, 1.9288, -1.8185], [1.9051, 1.4411, -1.5839], [3.0468, 0.9549, -0.8189], [3.8642, -0.3101, -1.8935], [3.9407, -1.6500, -1.1333], [3.6268, -1.4641, 0.3670], [2.7221, -0.2348, 0.5808], [4.8456, 0.0821, -2.1646], [3.2610, -0.3521, -2.7979], [4.9242, -2.1064, -1.2497], [3.2474, -2.3416, -1.6205], [4.5589, -1.3201, 0.9573], [3.1515, -2.3779, 0.7471], [2.9701, 0.2599, 1.5304], [1.6721, -0.4791, 0.4859]], "atomic_forces_ev_per_a": [[-0.973, 0.339, -2.755], [0.274, -0.052, 0.318], [-0.081, -0.434, 0.097], [0.051, -0.173, -0.920], [0.329, -0.172, 0.327], [-0.152, 0.634, -0.735], [-0.143, -0.287, 1.061], [-0.746, 0.441, 0.461], [0.545, 0.103, -0.321], [-0.442, -0.824, 0.347], [0.020, -0.520, -0.083], [-0.211, 0.245, -0.248], [0.147, 1.100, 0.579], [-0.063, 0.286, 0.194], [0.481, -0.725, -0.167], [-0.034, -0.038, 0.259], [-0.197, -0.085, 0.055], [0.427, 0.077, -0.119], [0.097, 0.025, -0.388], [-0.121, 0.386, -0.143], [-0.017, 0.376, 0.555], [0.205, -0.029, 0.410], [0.205, -0.579, -0.220], [0.036, -0.281, -0.133], [0.096, -0.163, 0.115], [-0.496, 0.276, -0.178], [-0.009, 0.175, 0.220], [-0.719, 1.768, 2.886], [0.937, -0.421, -0.710], [1.168, -1.845, -0.711], [1.747, -2.898, 0.656], [0.090, -0.060, -0.324], [-0.376, 0.279, -0.213], [-0.222, -0.473, -0.003], [-0.150, -0.220, -0.054], [-0.006, 0.157, 0.206], [-0.614, 0.734, -0.221], [-0.462, 0.607, -0.129], [-0.346, 0.295, -0.133], [0.228, -0.005, -0.192], [1.477, -2.716, 0.022], [-2.195, 4.464, 0.486], [-1.034, 0.430, -0.232], [2.087, -0.174, 0.462], [0.045, -0.269, 0.820], [0.024, -0.036, -0.492], [0.229, 0.206, 0.096], [0.186, -0.355, -0.829], [0.063, 0.055, 0.135], [-0.252, -0.036, 0.130], [0.212, 0.041, 0.033], [-0.254, 0.177, 0.377], [-0.349, -0.110, -0.440], [-0.013, 0.286, 0.014], [-0.326, 0.075, -0.406], [-0.402, -0.055, 0.173]]}



Q: Number 3 is which compound?
A: C22H28AgF6N3OPS